162
Properties=species:S:1:pos:R:3 method="wB97M-V/def2-TZVPD" total_charge=0 spin_multiplicity=1 energy_ev=-100186.1417 lumo_energy_ev=0.2
C -4.849 1.726 3.190
C -3.439 2.300 3.303
O -2.886 2.808 2.076
C -3.077 2.050 0.943
O -3.929 2.371 0.158
C -2.163 0.880 0.693
C -2.568 -0.340 1.527
C -1.968 -1.673 1.053
C -1.831 -1.878 -0.434
C -2.863 -1.688 -1.327
C -4.234 -1.281 -0.846
C -4.907 -2.307 0.096
C -2.656 -1.877 -2.730
C -3.681 -1.656 -3.806
S -4.443 -3.169 -4.461
C -5.805 -3.529 -3.315
C -5.510 -4.710 -2.398
C -1.425 -2.305 -3.155
F -1.214 -2.508 -4.460
C -0.368 -2.587 -2.281
N 0.799 -3.110 -2.769
C 1.708 -3.430 -1.889
B 3.049 -4.113 -2.378
O 3.097 -5.473 -2.232
C 4.264 -3.302 -2.944
C 5.417 -3.402 -1.918
C 1.488 -3.180 -0.492
O 2.513 -3.554 0.323
C 2.261 -4.793 1.045
C 1.752 -4.499 2.434
N 0.419 -2.644 -0.012
C -0.580 -2.352 -0.906
H -4.842 0.639 3.187
H -5.414 2.026 4.071
H -5.376 2.110 2.321
H -2.766 1.569 3.750
H -3.463 3.163 3.962
H -1.134 1.160 0.915
H -2.296 0.675 -0.365
H -2.244 -0.175 2.554
H -3.653 -0.432 1.565
H -1.008 -1.818 1.533
H -2.614 -2.466 1.437
H -4.172 -0.319 -0.340
H -4.887 -1.155 -1.696
H -4.248 -3.152 0.293
H -5.180 -1.871 1.055
H -5.804 -2.716 -0.364
H -4.443 -0.935 -3.535
H -3.190 -1.248 -4.686
H -6.014 -2.623 -2.751
H -6.669 -3.740 -3.940
H -4.509 -4.627 -1.980
H -5.620 -5.649 -2.932
H -6.209 -4.714 -1.559
H 3.749 -5.884 -2.807
H 4.008 -2.259 -3.118
H 4.615 -3.722 -3.891
H 5.779 -4.427 -1.863
H 5.081 -3.098 -0.929
H 6.252 -2.769 -2.213
H 3.227 -5.291 1.085
H 1.583 -5.408 0.450
H 0.829 -3.921 2.410
H 2.487 -3.899 2.961
H 1.578 -5.412 3.002
C -2.090 -5.354 -0.060
O -1.655 -5.183 1.284
H -3.176 -5.291 -0.057
H -1.686 -4.569 -0.703
H -1.793 -6.330 -0.453
H -0.695 -5.245 1.297
C 0.998 3.174 1.335
O 0.135 4.266 1.010
H 2.025 3.501 1.193
H 0.874 2.878 2.375
H 0.805 2.318 0.683
H -0.769 3.965 1.144
C -1.961 7.206 0.675
O -0.890 7.444 -0.229
H -2.811 7.810 0.364
H -2.256 6.153 0.657
H -1.685 7.487 1.696
H -0.154 6.892 0.053
C 3.550 3.868 4.129
O 2.913 2.624 3.834
H 4.204 4.096 3.291
H 2.813 4.669 4.228
H 4.147 3.814 5.042
H 2.324 2.417 4.565
C 4.444 7.349 2.432
O 5.323 6.262 2.168
H 4.286 7.378 3.508
H 4.876 8.303 2.117
H 3.477 7.217 1.939
H 5.468 6.220 1.218
C 0.944 -7.965 -0.974
O 0.377 -7.979 0.328
H 0.906 -6.941 -1.342
H 1.989 -8.289 -0.963
H 0.383 -8.605 -1.662
H 0.410 -8.888 0.647
C -0.481 -11.876 -0.382
O -0.165 -10.887 0.595
H 0.386 -11.974 -1.029
H -0.685 -12.843 0.084
H -1.341 -11.579 -0.987
H -0.923 -10.789 1.178
C 1.975 -2.640 6.376
O 2.714 -3.202 5.308
H 1.083 -3.249 6.505
H 2.541 -2.645 7.312
H 1.673 -1.612 6.151
H 3.494 -2.657 5.163
C 4.853 -0.968 3.241
O 3.701 -0.683 4.035
H 5.119 -2.009 3.402
H 4.643 -0.818 2.179
H 5.700 -0.346 3.535
H 3.472 0.241 3.895
C 8.613 -1.621 4.879
O 7.823 -2.325 3.928
H 8.654 -0.585 4.553
H 8.170 -1.657 5.877
H 9.632 -2.013 4.926
H 7.778 -3.245 4.202
C 3.311 3.324 -1.681
O 3.870 4.336 -0.839
H 4.084 3.014 -2.378
H 2.993 2.459 -1.094
H 2.467 3.716 -2.250
H 3.183 4.617 -0.230
C -2.879 0.931 -7.121
O -4.145 0.993 -6.465
H -2.521 -0.093 -7.029
H -2.972 1.176 -8.183
H -2.151 1.601 -6.665
H -4.471 1.893 -6.537
C -3.971 9.219 3.425
O -3.281 8.240 4.202
H -3.506 10.181 3.609
H -3.902 8.989 2.358
H -5.023 9.273 3.715
H -3.693 7.388 4.041
C 0.948 5.312 -4.521
O 1.871 4.275 -4.834
H 0.741 5.249 -3.456
H 1.364 6.300 -4.737
H 0.008 5.193 -5.066
H 2.063 4.319 -5.774
C 0.259 0.711 -8.983
O -0.046 1.898 -8.259
H 0.368 -0.087 -8.253
H -0.543 0.444 -9.676
H 1.195 0.807 -9.540
H -0.145 2.615 -8.891
C -2.351 11.904 1.492
O -3.519 12.189 2.258
H -2.094 10.863 1.673
H -2.529 12.038 0.423
H -1.508 12.529 1.797
H -3.756 13.108 2.105

5
Properties=species:S:1:pos:R:3 method="wB97M-V/def2-TZVPD" total_charge=+1 spin_multiplicity=2 energy_ev=-5541.5416 de_lowest_kj_mol=0.0 lumo_energy_ev="-7.2 / -6.7"
C -0.994 0.959 -0.110
C -0.350 -0.676 0.018
O -1.632 -0.262 -0.026
C 0.780 -0.055 0.060
Be 2.196 0.035 0.059